15 unconnected molecules or ions with the total composition C60H165N15O15 at a distorted geometry, computed with wB97M-V/def2-TZVPD.

The geometry in XYZ format:
```
255
Properties=species:S:1:pos:R:3:forces:R:3:mulliken_charge:R:1
C -1.48681 -6.29908 -6.18715 0.5 -0.5 1.6 -1.37
C -0.14080 -6.23155 -5.42099 -0.2 1.9 -0.2 0.84
C -0.40476 -6.01485 -3.93206 -1.4 0.6 0.1 -1.18
O -0.73421 -4.61816 -3.70903 0.3 -0.6 0.8 -0.15
C -0.96109 -4.43675 -2.30098 -0.2 -0.2 -0.8 -1.07
N 0.66225 -7.38442 -5.59487 1.1 -1.2 -0.7 -0.72
H -1.99948 -5.42119 -5.80381 -0.4 0.2 -0.7 0.25
H -2.04383 -7.17091 -5.80435 0.2 0.2 -0.1 0.36
H -1.43151 -6.40714 -7.26776 0.2 0.4 0.0 0.40
H 0.45277 -5.32576 -5.73745 -0.8 -0.3 0.1 0.07
H 0.38470 -6.34778 -3.25531 0.5 0.2 -0.3 0.41
H -1.28615 -6.60745 -3.62281 0.2 0.0 -0.1 0.40
H -1.29100 -3.44393 -2.04513 -0.5 0.5 -0.5 0.22
H -0.04145 -4.50339 -1.74241 0.6 -0.6 0.3 0.44
H -1.70841 -5.16630 -1.97503 0.1 0.1 0.3 0.46
H 1.54538 -7.20600 -5.12515 0.0 -0.3 0.1 0.27
H 0.91608 -7.44649 -6.58669 -0.2 -0.2 0.4 0.30
C 6.28107 -3.37431 -2.32530 -1.2 1.0 -0.3 -1.65
C 5.13054 -2.31094 -2.42048 0.7 -0.9 -0.7 1.26
C 3.97240 -2.92242 -3.23766 -0.4 -0.1 0.5 -1.46
O 2.92600 -1.97520 -3.25679 0.1 0.1 -0.2 0.68
C 1.92186 -2.36177 -4.16392 -0.4 -0.3 0.0 -1.13
N 4.66225 -1.89318 -1.10345 -0.1 0.5 -0.2 0.42
H 6.30668 -3.81139 -3.31032 0.5 -0.3 -0.4 0.51
H 6.06763 -4.17510 -1.62352 -0.1 0.1 0.3 0.31
H 7.22721 -2.89851 -2.09450 0.2 0.0 0.1 0.34
H 5.50205 -1.44700 -3.04046 -0.2 -0.6 0.5 -0.22
H 3.55882 -3.86920 -2.80267 0.6 0.4 0.0 0.29
H 4.23147 -3.15579 -4.28887 0.4 0.1 0.4 0.54
H 2.36423 -2.59791 -5.14731 -0.2 0.4 0.1 0.47
H 1.19392 -1.54762 -4.20275 0.1 -0.1 -0.3 0.06
H 1.37662 -3.27158 -3.85352 0.2 0.2 0.2 0.26
H 3.97172 -1.14682 -1.26439 0.4 -0.3 0.3 -0.79
H 5.44039 -1.48175 -0.56575 -0.5 -0.2 -0.3 -0.04
C 4.16886 -4.41405 2.43884 0.2 0.6 -0.4 -1.06
C 3.01111 -4.83602 1.53910 -0.3 -1.1 0.4 0.71
C 1.90614 -3.80543 1.60924 -0.2 0.0 0.8 1.42
O 1.27421 -3.79221 2.89694 0.5 -0.9 -0.5 -0.05
C 0.42152 -2.68560 3.00579 0.0 0.4 -1.1 0.45
N 3.43912 -5.13473 0.16804 0.3 0.7 0.2 -0.67
H 5.04912 -5.04891 2.27539 -0.3 0.1 0.2 0.48
H 3.80368 -4.48582 3.47421 0.4 0.2 -0.2 0.24
H 4.47521 -3.35155 2.20604 -0.3 -1.0 0.3 -0.11
H 2.59093 -5.77951 1.94462 0.2 0.4 -0.1 -0.15
H 1.18764 -4.02103 0.82642 -0.5 0.1 -0.3 -0.20
H 2.29868 -2.79768 1.47976 0.2 0.2 -0.5 -0.84
H 0.14471 -2.54187 4.03446 0.2 0.3 0.5 0.34
H -0.53443 -2.82477 2.45496 0.5 0.1 0.0 -0.42
H 1.00216 -1.85210 2.55660 -0.9 0.2 0.6 -0.65
H 3.72297 -4.23797 -0.22635 0.1 -0.2 -0.5 0.02
H 2.71404 -5.55211 -0.41719 0.1 0.3 0.4 0.25
C 6.45935 3.76551 -1.86537 0.2 -0.3 0.4 -1.24
C 5.27585 4.71422 -1.68091 0.5 0.5 0.0 2.97
C 5.21753 5.26933 -0.23945 0.6 -0.1 -0.5 -1.39
O 4.99058 4.16620 0.58580 0.8 -0.6 0.2 0.19
C 4.70749 4.51994 1.92209 -0.3 0.5 -1.0 -0.83
N 5.33509 5.71505 -2.75583 -0.1 0.2 0.7 -0.68
H 6.34659 2.88690 -1.22339 0.0 0.1 -0.1 -0.08
H 7.37880 4.26788 -1.51129 -0.2 -0.1 -0.4 0.51
H 6.59588 3.40663 -2.90477 -0.2 0.4 0.5 0.40
H 4.33396 4.19428 -1.73979 -0.4 -0.5 -0.5 -1.58
H 4.42020 5.97923 -0.05860 -0.6 0.4 -0.5 0.51
H 6.13706 5.81003 0.03151 0.2 -0.2 0.0 0.31
H 5.38783 5.29561 2.28579 0.2 -0.2 0.2 0.41
H 4.76679 3.59630 2.47593 -0.1 0.0 0.5 -0.02
H 3.70878 4.96680 1.89317 -0.2 -0.1 0.6 0.27
H 4.63798 6.42042 -2.54441 -0.2 0.2 -0.3 0.25
H 6.23635 6.19869 -2.72582 -0.2 -0.2 0.0 0.31
C 5.22883 -0.37282 3.19783 0.8 0.5 -0.5 -1.96
C 4.64177 0.51962 2.07771 -0.3 -0.8 0.4 2.52
C 5.74514 0.94616 1.13445 0.4 1.2 1.8 -0.39
O 6.47751 -0.18779 0.75028 0.0 -0.3 -1.2 -0.53
C 7.43838 0.15393 -0.22819 0.1 -0.4 -0.6 -0.60
N 3.54796 -0.10278 1.32888 -0.1 -0.5 -0.1 1.79
H 5.71616 -1.30506 2.81639 -0.7 0.7 0.4 0.15
H 4.46877 -0.54837 3.94422 -0.3 -0.5 0.2 0.48
H 6.00226 0.23655 3.68667 0.0 -0.3 0.1 0.52
H 4.20600 1.39337 2.59598 0.3 -0.1 -0.5 -1.44
H 6.44080 1.55597 1.73364 0.0 0.2 0.1 0.55
H 5.40487 1.67239 0.38403 -0.1 -0.8 -0.6 -0.27
H 8.16314 0.87173 0.14703 0.3 0.0 0.3 0.41
H 6.95267 0.63355 -1.07775 -0.1 0.0 -0.2 0.05
H 7.95617 -0.74722 -0.61674 -0.3 0.4 0.6 0.29
H 3.86128 -0.97675 0.88147 -0.2 0.4 0.4 -0.94
H 2.78616 -0.35118 1.96524 0.3 0.0 -0.2 -0.62
C 1.41786 -7.40250 4.40096 0.0 -0.2 0.1 -1.19
C 0.11870 -6.63505 4.60632 -0.6 0.9 1.4 0.14
C 0.29739 -5.38096 5.52995 0.6 0.0 0.4 -0.07
O 0.85453 -5.60659 6.83222 -1.1 -1.1 -0.3 -0.51
C -0.02545 -6.47048 7.59032 0.3 1.4 -0.2 -0.66
N -0.55953 -6.05608 3.45685 -0.3 -0.6 0.1 -0.24
H 1.19089 -8.45284 4.11438 0.4 0.6 0.0 0.35
H 1.96851 -7.39724 5.35371 -0.1 -0.2 -0.2 0.34
H 2.08025 -6.92011 3.66522 -0.3 -0.2 0.1 0.14
H -0.61031 -7.29084 5.13139 0.4 0.2 -0.4 0.57
H -0.68533 -4.89940 5.65806 0.1 -0.2 -0.2 0.33
H 0.98405 -4.64882 5.08522 -0.2 -0.3 -0.2 -0.08
H 0.14876 -6.19151 8.63447 0.0 -0.6 -0.1 0.32
H 0.11828 -7.51549 7.34510 0.3 -0.3 0.3 0.25
H -1.07237 -6.24059 7.35953 0.0 0.1 0.0 0.25
H -0.80764 -6.74511 2.76932 0.0 -0.3 -0.2 0.25
H 0.07289 -5.40635 3.04039 0.4 0.6 -0.5 -0.17
C 1.40686 2.50835 -5.23834 -0.2 -1.7 0.0 -1.79
C 2.62774 3.02308 -4.52942 0.5 0.0 1.5 2.32
C 3.71422 1.97625 -4.23445 -1.2 -0.1 0.9 0.90
O 4.48751 1.69594 -5.36765 0.0 -0.4 0.2 -0.55
C 5.21624 0.51773 -5.12834 0.9 0.4 -0.4 -0.48
N 3.15828 4.19758 -5.17988 0.2 0.5 -0.6 -0.67
H 1.68902 1.88274 -6.10823 -0.2 0.7 0.0 0.38
H 0.76416 3.34133 -5.50031 -0.1 0.0 -0.3 0.40
H 0.82889 1.79412 -4.60304 0.4 0.6 -0.2 0.07
H 2.31150 3.31511 -3.50629 0.0 0.1 -0.4 -0.83
H 3.14901 1.07713 -3.85229 0.8 0.3 -0.4 -0.44
H 4.36360 2.32930 -3.39589 -0.3 -0.1 -0.5 -0.23
H 4.56263 -0.29877 -4.88703 -0.4 -0.7 -0.2 -0.01
H 5.93130 0.59350 -4.31699 0.0 0.5 0.8 0.16
H 5.89155 0.33897 -5.95539 -0.4 -0.3 -0.6 0.40
H 3.89177 4.58851 -4.60006 0.2 0.2 0.1 0.07
H 3.61330 3.93118 -6.05742 -0.2 0.1 0.3 0.38
C -1.03077 0.79144 5.29181 0.1 0.8 -0.4 -1.79
C -0.50139 1.25799 3.93123 1.2 0.0 0.9 1.06
C 1.02487 1.24329 3.98486 0.0 1.8 0.4 0.16
O 1.44878 2.35253 4.80075 -0.9 0.3 -0.7 -0.46
C 2.80003 2.65192 4.77688 0.7 -0.5 -0.1 -0.52
N -0.87989 0.38676 2.86778 -1.3 -0.6 -0.8 1.26
H -0.76480 -0.24600 5.52356 -0.2 0.1 -0.2 0.15
H -2.11213 0.98800 5.31451 0.3 -0.3 0.3 0.22
H -0.49580 1.45644 5.98103 -0.5 -0.2 0.3 0.64
H -0.77225 2.32246 3.86051 -0.3 -0.1 -0.4 -0.35
H 1.42523 1.32746 2.96793 0.2 0.0 0.0 -0.49
H 1.40038 0.41365 4.52566 0.3 -1.6 0.0 0.80
H 3.40817 1.80185 5.13301 0.0 0.0 -0.1 0.32
H 2.92954 3.45049 5.49414 0.2 0.4 0.0 0.42
H 3.20077 2.94144 3.77576 -0.5 0.0 0.5 -0.19
H -0.66362 0.71101 1.93057 0.4 0.2 0.0 -0.83
H -1.89848 0.33088 2.83530 0.0 -0.1 0.2 -0.49
C -3.08879 5.30156 -0.07767 0.4 0.8 0.5 -1.86
C -1.71785 4.67067 -0.05770 0.0 0.1 -0.2 2.24
C -1.54920 3.83700 1.20376 1.2 0.3 0.2 0.77
O -1.50330 4.65263 2.38256 0.6 -0.4 -0.5 -0.43
C -0.17774 4.95700 2.81031 0.1 0.0 -0.2 -0.30
N -1.50102 3.80011 -1.19879 1.3 -0.4 -0.6 0.35
H -3.27188 5.84174 -1.01038 0.0 -0.1 0.0 0.40
H -3.03566 6.04213 0.74284 -0.6 -0.3 -0.3 0.43
H -3.87107 4.57977 0.10695 -0.3 -0.2 0.0 0.08
H -1.02198 5.52331 -0.10011 0.3 -0.2 0.5 -0.47
H -0.67129 3.17047 1.11412 0.3 0.5 0.1 -0.62
H -2.31896 3.09065 1.27656 -1.0 0.0 0.2 -0.10
H 0.35989 4.06846 3.15886 -0.3 0.0 0.3 -0.06
H -0.26567 5.71890 3.57108 -0.1 -0.1 0.6 0.37
H 0.50040 5.41818 2.08217 -0.5 0.0 -0.7 0.15
H -0.46789 3.69584 -1.34321 -1.1 -0.2 0.3 -0.95
H -1.78555 4.29375 -2.03905 -0.2 0.0 -0.1 0.21
C 0.89560 -1.32263 -0.89733 -0.8 -0.6 0.4 -1.12
C 0.77588 0.09905 -0.44505 1.6 0.2 0.9 1.36
C 1.66312 0.89781 -1.34497 0.7 -0.5 -1.9 -0.55
O 1.51847 2.28388 -1.32980 -0.3 1.2 0.2 0.52
C 2.27706 2.91228 -0.32509 0.0 -1.1 0.6 0.09
N -0.53360 0.56450 -0.51368 -2.7 1.0 0.7 1.72
H 0.50216 -1.42603 -1.90058 -0.1 0.0 -0.4 -0.20
H 0.34040 -1.99967 -0.25439 -0.4 0.0 0.2 0.26
H 1.89549 -1.68656 -0.87873 0.9 -0.1 -0.1 0.33
H 1.15854 0.16022 0.59675 -0.1 0.1 -0.4 -0.34
H 1.36576 0.68667 -2.38598 0.0 -0.5 0.2 -0.07
H 2.70728 0.54347 -1.23874 -0.1 0.6 0.1 0.04
H 2.18735 3.98744 -0.33754 0.1 0.4 -0.7 0.41
H 3.29376 2.52198 -0.43232 0.1 0.6 0.4 -0.49
H 1.89287 2.63012 0.65870 0.1 -0.2 0.3 -0.70
H -1.11348 0.08651 -1.18073 -0.2 0.0 -0.4 -0.74
H -0.67028 1.57853 -0.60605 0.3 -0.6 -0.1 -0.61
C -0.11215 7.55387 -1.96922 0.1 -1.0 1.0 -1.68
C 0.41989 6.52773 -2.92490 -0.4 -0.8 -0.5 2.64
C -0.58505 6.34110 -4.08478 0.0 -0.6 1.0 -0.90
O -1.85963 5.85870 -3.55176 1.4 0.9 -0.7 -0.10
C -2.76762 5.57096 -4.57391 -0.1 -0.8 -0.7 -0.78
N 1.78275 6.80290 -3.37467 -0.2 0.1 0.1 -0.47
H -1.14666 7.37355 -1.73438 -0.7 -0.1 -0.3 0.31
H -0.01886 8.53579 -2.39066 0.3 0.7 0.1 0.47
H 0.35190 7.38417 -0.99368 0.5 0.8 -0.1 0.27
H 0.54878 5.54993 -2.45059 -0.5 0.0 0.3 -1.51
H -0.17573 5.62204 -4.80437 -0.2 0.0 0.0 0.39
H -0.67364 7.31880 -4.54739 -0.5 0.2 -0.4 0.34
H -2.41093 4.77901 -5.25191 0.3 0.2 0.1 0.31
H -3.07263 6.40345 -5.21049 0.2 0.4 0.2 0.33
H -3.64041 5.14762 -4.12032 -0.6 0.0 0.4 0.11
H 1.85628 7.61291 -3.97678 -0.2 0.2 0.0 0.25
H 2.03689 6.00524 -3.93455 0.6 -0.2 -0.4 0.08
C -6.24565 -0.99950 3.44783 0.1 -0.3 0.5 -1.38
C -4.82467 -0.61789 3.87399 -0.3 -0.5 0.1 -0.36
C -3.91121 -1.81034 3.66003 0.3 0.4 0.2 1.47
O -4.13258 -2.74213 4.69354 0.0 -0.4 0.2 -0.55
C -3.03989 -3.62932 4.73158 0.4 0.3 -0.5 -0.38
N -4.29995 0.51657 3.12339 0.2 -0.2 0.5 -0.05
H -6.59528 -1.85104 4.04424 0.0 0.1 -0.1 0.40
H -6.25807 -1.29883 2.39772 0.0 0.2 -0.1 0.02
H -6.93029 -0.17261 3.61838 -0.1 0.1 -0.1 0.43
H -4.81434 -0.46765 4.95939 0.1 0.5 -0.1 0.44
H -2.85443 -1.51077 3.72160 -0.2 0.2 -0.3 0.01
H -4.10779 -2.23918 2.66604 0.1 -0.2 0.0 -0.75
H -2.89010 -4.06555 3.73363 -0.1 -0.5 0.5 0.18
H -3.11738 -4.33480 5.54223 -0.6 -0.5 0.0 0.47
H -2.10376 -3.11382 4.93665 0.2 0.5 0.1 0.17
H -4.87634 1.33926 3.24343 -0.1 0.2 0.1 0.29
H -4.42943 0.24485 2.16519 0.1 0.1 -0.9 -0.29
C -7.69923 -3.52144 0.96753 1.3 0.3 0.1 -1.54
C -6.36462 -3.30070 0.19720 -0.1 -1.7 0.8 1.70
C -5.32540 -4.29846 0.83527 -0.1 0.9 0.6 -0.91
O -4.02129 -4.15529 0.28904 -0.3 0.0 -0.5 -0.26
C -2.89861 -4.72487 0.96847 -0.7 -0.4 -0.5 0.25
N -6.48943 -3.55729 -1.22730 -0.2 0.0 -0.2 -0.66
H -7.39090 -3.41425 2.01347 -0.6 0.1 0.0 0.29
H -8.05687 -4.54023 0.83991 -0.1 -0.1 -0.2 0.48
H -8.48743 -2.80296 0.73225 0.2 -0.1 -0.1 0.37
H -6.03457 -2.29188 0.38112 0.3 0.5 -0.1 -0.80
H -5.70661 -5.31144 0.73145 0.0 -0.4 -0.3 0.36
H -5.25655 -4.11445 1.90389 -0.1 0.2 0.4 0.41
H -3.01623 -5.77399 1.32704 -0.3 0.5 -0.4 0.47
H -2.62150 -4.13528 1.83336 0.2 0.3 0.0 -0.54
H -2.14650 -4.70861 0.17799 0.3 0.0 0.5 -0.24
H -7.10607 -4.35649 -1.37058 0.1 0.2 0.0 0.35
H -5.57710 -3.84491 -1.55633 0.1 0.1 -0.3 0.24
C -7.74147 4.37086 3.21944 -0.1 -0.9 -0.5 -1.55
C -7.00797 3.80147 1.97179 0.1 1.1 0.5 0.24
C -7.00665 4.82593 0.84691 0.0 0.7 -0.3 -0.65
O -6.49809 4.26576 -0.36083 0.0 0.4 -0.2 -0.15
C -6.44656 5.17889 -1.47427 -0.7 -0.8 0.2 -0.78
N -5.66647 3.38725 2.34552 1.1 -0.4 -0.2 -0.24
H -8.78699 4.64514 3.02616 0.4 0.3 -0.2 0.42
H -7.17127 5.16822 3.68712 -0.1 0.4 -0.3 0.35
H -7.80576 3.61662 3.99524 0.1 -0.4 0.0 0.37
H -7.48404 2.92700 1.56516 -0.5 -0.6 0.1 0.32
H -6.33435 5.64657 1.17513 -0.4 0.0 -0.2 0.21
H -8.03404 5.19459 0.65592 0.3 0.1 0.2 0.44
H -5.91340 4.63444 -2.26075 -0.1 0.2 0.1 0.11
H -5.92460 6.10473 -1.25165 0.2 0.1 0.3 0.37
H -7.46402 5.44692 -1.85406 0.5 -0.3 0.4 0.34
H -5.19034 3.04307 1.49901 -0.2 0.2 0.6 -0.16
H -5.05439 4.11535 2.75428 -0.8 -0.3 -0.4 0.28
C -4.56457 1.14699 -1.42909 -1.1 -0.7 0.3 -2.16
C -4.53965 -0.39028 -1.28300 -0.3 0.9 -0.8 0.90
C -3.97672 -0.96459 -2.59923 0.8 -0.5 1.5 -1.25
O -2.67053 -0.43813 -2.86682 -1.2 0.0 0.1 -0.05
C -2.06066 -1.09698 -3.93242 1.6 0.0 0.2 -0.11
N -3.93481 -0.76251 -0.01810 1.2 0.3 0.2 0.93
H -5.09821 1.35894 -2.36084 0.4 0.3 -0.1 0.55
H -3.56402 1.55308 -1.39661 0.3 0.2 -0.3 0.28
H -5.17058 1.62748 -0.65733 0.1 -0.1 0.2 0.50
H -5.55982 -0.77573 -1.25264 -0.2 0.1 -0.1 0.29
H -4.67352 -0.80484 -3.40580 -0.2 0.5 -0.5 0.49
H -3.93195 -2.05118 -2.47191 0.3 -0.3 -0.1 0.42
H -1.17214 -0.51710 -4.20171 0.5 -0.3 0.7 -0.24
H -2.52730 -1.02855 -4.88965 -1.5 -0.3 -0.6 0.43
H -1.82448 -2.14500 -3.66282 0.0 0.4 -0.4 -0.02
H -3.60866 -1.72531 -0.00826 -0.2 -0.1 0.0 -0.49
H -3.09776 -0.18644 0.15338 -0.3 -0.3 -0.1 -0.50
```
Forces are in eV/Å.

Output
**Net charge**: 0
**ΔE to the lowest compared entry with this formula, charge and spin**: 129.20 kJ/mol
**Electronic energy**: -4334.684354 Ha
**LUMO level**: 0.51 eV